{
  "formula": "CH3FO2S",
  "method": "ωB97M-V/def2-TZVPD",
  "e_tot_ha": -688.2474,
  "gap_ev": [10.165, 5.709],
  "max_force_ev_per_a": 2.5,
  "multiplicity": 1,
  "e_above_lowest_kj_mol": 418.6,
  "elements": ["C", "O", "O", "F", "S", "H", "H", "H"],
  "xyz": [[-0.890215, -0.069887, 0.042955], [1.045604, 1.559689, 1.131478], [1.288062, 0.963442, -1.318046], [1.209808, -2.375602, -0.165540], [0.888609, 0.667845, 0.016269], [-1.792155, 0.524453, -0.137825], [-0.613135, -0.953363, -0.637931], [-1.136579, -0.316579, 1.068637]],
  "atomic_forces_ev_per_a": [[1.07, -1.30, -0.58], [0.35, -0.12, -0.20], [0.24, 0.19, -0.38], [-0.06, 0.94, 0.13], [-2.22, -0.82, 0.80], [0.82, 0.65, -1.25], [-1.20, 1.20, 1.14], [0.99, -0.74, 0.34]]
}